(1)
The following is a quantum chemistry calculation of a structure of composition C22H44BCl2CuF4O10S5 at a distorted geometry, from OMol25.

Its total energy is -179412.9920 eV. For the HOMO energy, the calculation gives -9.6 eV. As for the LUMO energy: 0.001 hartree. The calculation puts the energy above the lowest of the compared OMol25 structures with the same formula, charge and spin at 171.0 kJ/mol. The value obtained for the HOMO-LUMO gap is 9.59 eV.

CARTESIAN COORDINATES (ANGSTROEM)
Cu (2.129979, -2.197988, -0.717750)
B (0.303279, -0.218458, 0.418720)
F (-0.908111, -0.363408, -0.184060)
F (0.627129, -1.343418, 1.107810)
F (1.334749, -0.086798, -0.485930)
F (0.300269, 0.904422, 1.174950)
C (3.893759, 1.663132, 2.603020)
C (4.850199, 1.811012, 1.378780)
C (5.704169, 0.523532, 1.297590)
S (4.581869, -0.865748, 1.656820)
O (5.257689, -1.747328, 2.560980)
O (4.045589, -1.313168, 0.392590)
C (3.328879, 0.204212, 2.638880)
H (3.083569, 2.391892, 2.578770)
H (4.562719, 1.806562, 3.451560)
H (5.465839, 2.694262, 1.548940)
H (4.323929, 1.919412, 0.430420)
H (6.357999, 0.678332, 2.155870)
H (6.233079, 0.298022, 0.371580)
H (3.392469, -0.246048, 3.629500)
H (2.376329, -0.021098, 2.159310)
C (-1.255161, -2.476058, 3.974850)
C (-2.285001, -1.578928, 3.220650)
C (-2.946051, -0.556588, 4.161380)
S (-3.106331, -1.347148, 5.833980)
O (-4.442121, -1.811628, 6.026500)
O (-2.370041, -0.523918, 6.805270)
C (-1.933621, -2.801978, 5.373950)
H (-0.320861, -1.958128, 4.191500)
H (-0.998871, -3.325058, 3.341120)
H (-3.129341, -2.169218, 2.864650)
H (-1.898781, -1.064748, 2.340550)
H (-3.967191, -0.284078, 3.894750)
H (-2.280261, 0.299972, 4.266850)
H (-2.514441, -3.713038, 5.230000)
H (-1.183041, -3.009998, 6.136480)
C (-3.021431, -3.810588, -2.628700)
C (-3.384861, -3.459738, -1.145110)
C (-2.375151, -3.905218, -0.127020)
S (-0.889951, -4.397338, -1.188000)
O (-0.847641, -5.789748, -1.553350)
O (0.295559, -3.686308, -0.702580)
C (-1.549151, -3.422018, -2.641770)
H (-3.623381, -3.250918, -3.344620)
H (-3.187431, -4.858998, -2.876430)
H (-4.372571, -3.825308, -0.864210)
H (-3.499891, -2.379818, -1.052240)
H (-2.582301, -4.738978, 0.543830)
H (-1.945741, -3.015908, 0.334320)
H (-1.005751, -3.694328, -3.546560)
H (-1.484291, -2.348008, -2.467360)
C (-0.848881, 0.503062, -4.849140)
C (-0.513261, -0.686848, -5.756880)
C (0.958699, -1.142658, -5.480100)
S (1.294489, -0.510258, -3.723500)
O (2.341629, 0.499602, -3.852300)
O (1.473419, -1.661018, -2.828290)
C (-0.274171, 0.300242, -3.427580)
H (-1.932871, 0.610002, -4.808980)
H (-0.404631, 1.356822, -5.360830)
H (-0.679021, -0.481568, -6.814470)
H (-1.179031, -1.548948, -5.716540)
H (1.659919, -0.709008, -6.193080)
H (1.123309, -2.219898, -5.503340)
H (-0.199671, 1.178762, -2.786670)
H (-1.013821, -0.288178, -2.884650)
C (2.235319, 3.097932, -0.598980)
C (0.835729, 3.318422, -0.947750)
C (0.350629, 4.343572, 0.145220)
S (1.669969, 5.584262, 0.332270)
O (1.912249, 5.774372, 1.750130)
O (1.409749, 6.745372, -0.542380)
C (2.912809, 4.506992, -0.487230)
H (2.667839, 2.550872, -1.436690)
H (2.265169, 2.490602, 0.305650)
H (0.121559, 2.501012, -0.848230)
H (0.704969, 3.587962, -1.995780)
H (0.147579, 3.859862, 1.100670)
H (-0.553031, 4.923412, -0.042590)
H (3.826779, 4.669892, 0.083930)
H (3.120889, 4.867402, -1.494660)
Cl (-2.853351, 2.482032, -1.961790)
C (-2.851781, 2.594012, -0.224790)
C (-4.230411, 2.162732, 0.386720)
Cl (-4.345921, 0.396142, 0.418820)
H (-2.673471, 3.653382, -0.040280)
H (-2.000841, 2.160572, 0.300670)
H (-5.108891, 2.468852, -0.181310)
H (-4.509911, 2.472622, 1.393670)

Forces on atoms 1 to 2 (eV/Å):
-0.233 0.285 0.042
-0.049 0.211 -0.193

(2)
The following is a quantum chemistry calculation of a structure of composition C61H39F4N7O8PS2Ti at a distorted geometry, from OMol25.

Its total energy is -155643.8745 eV. For the HOMO energy, the calculation gives -3.8 eV. Its total charge is -1. As for the LUMO energy: 0.021 hartree. The calculation puts the energy above the lowest of the compared OMol25 structures with the same formula, charge and spin at 141.4 kJ/mol. The value obtained for the HOMO-LUMO gap is 4.39 eV.

CARTESIAN COORDINATES (ANGSTROEM)
Ti (-0.602618, 0.580449, 0.473902)
O (0.357651, 4.297196, 1.107521)
C (-0.445259, 3.406142, 1.026772)
O (-0.168347, 2.152696, 1.343311)
C (-1.871447, 3.638031, 0.641183)
C (-2.385142, 4.910138, 0.743068)
C (-3.736123, 5.122188, 0.547610)
C (-4.583549, 4.063955, 0.303255)
C (-4.073509, 2.793529, 0.168033)
C (-2.689806, 2.543022, 0.301208)
O (-2.188129, 1.332256, 0.170610)
N (-5.026870, 1.696059, 0.004245)
O (-6.166653, 1.895199, 0.393712)
O (-4.650911, 0.661604, -0.489641)
N (-4.282878, 6.471370, 0.650036)
O (-5.481200, 6.611056, 0.519528)
O (-3.511189, 7.379184, 0.870306)
H (-1.733241, 5.734111, 0.997398)
H (-5.646504, 4.226342, 0.211763)
C (3.086739, -1.222408, 1.654788)
C (2.149054, -2.343489, 1.322540)
C (2.675965, -3.657263, 1.242493)
C (1.857707, -4.696260, 0.945079)
C (0.479238, -4.460652, 0.734493)
C (-0.411776, -5.500201, 0.400558)
C (-1.736460, -5.223241, 0.209208)
C (-2.218822, -3.917151, 0.379279)
C (-1.388632, -2.870294, 0.730453)
S (-2.134437, -1.322803, 1.036679)
C (0.017147, -3.123578, 0.870390)
N (0.871847, -2.086107, 1.129194)
H (3.386815, -1.283650, 2.703236)
H (2.614576, -0.263153, 1.490202)
H (3.991708, -1.281505, 1.047169)
H (3.735013, -3.812211, 1.407635)
H (2.238644, -5.709277, 0.866506)
H (-0.031294, -6.510451, 0.296090)
H (-2.423393, -6.016009, -0.061912)
H (-3.271475, -3.698505, 0.241501)
C (-3.640886, 3.429403, 4.031327)
C (-2.329204, 3.706119, 4.385044)
C (-1.332393, 2.756823, 4.185222)
C (-1.636706, 1.524355, 3.613286)
C (-2.966032, 1.240716, 3.288935)
C (-3.961228, 2.184415, 3.504930)
P (-0.361261, 0.247234, 3.190539)
C (1.169963, 0.859179, 4.020110)
C (1.787445, 0.104285, 5.020452)
C (2.990119, 0.514481, 5.580106)
C (3.607501, 1.676011, 5.143020)
C (3.010999, 2.430914, 4.143000)
C (1.811344, 2.023312, 3.577233)
C (-0.918272, -1.005874, 4.426910)
C (-1.449000, -0.574697, 5.644599)
C (-1.799235, -1.489768, 6.625765)
C (-1.624795, -2.849770, 6.404945)
C (-1.097558, -3.288204, 5.200987)
C (-0.743144, -2.370737, 4.219402)
H (-4.414958, 4.176437, 4.168547)
H (-2.071892, 4.667223, 4.815498)
H (-0.315138, 2.985261, 4.473695)
H (-3.226185, 0.274670, 2.875600)
H (-4.990214, 1.950634, 3.252410)
H (1.333416, -0.811639, 5.372948)
H (3.441593, -0.081092, 6.364698)
H (4.549818, 1.991471, 5.574393)
H (3.478798, 3.342384, 3.792137)
H (1.387616, 2.614562, 2.780165)
H (-1.577074, 0.483266, 5.830214)
H (-2.198199, -1.135743, 7.568142)
H (-1.893609, -3.564355, 7.174124)
H (-0.951447, -4.348044, 5.029562)
H (-0.321938, -2.720190, 3.292528)
F (3.382721, 4.356060, -3.510721)
C (2.087148, 4.009037, -3.549220)
C (1.337789, 4.429957, -4.626064)
F (1.961208, 5.163905, -5.555374)
C (-0.021308, 4.107082, -4.802664)
C (-0.541284, 3.337584, -3.749717)
C (0.222381, 2.933675, -2.681579)
F (-0.412020, 2.191866, -1.721207)
C (1.570202, 3.223770, -2.521972)
C (2.364084, 2.713864, -1.388731)
C (1.868043, 1.733070, -0.588458)
N (1.444784, 0.806427, 0.011508)
C (3.690197, 3.116046, -1.064254)
N (4.778841, 3.363531, -0.762940)
F (-1.829106, 2.952635, -3.766536)
C (-0.800169, 4.524304, -5.934956)
C (-2.179051, 4.219768, -6.089076)
N (-3.303392, 4.013599, -6.282759)
C (-0.280049, 5.283759, -7.016659)
N (0.077109, 5.893861, -7.935226)
O (-0.510400, -0.456238, -1.256655)
S (0.013570, -0.976352, -2.590061)
C (1.837886, -1.071437, -2.285122)
C (2.746359, -1.976260, -3.058582)
C (3.223818, -3.143134, -2.471427)
C (4.131726, -3.950196, -3.141399)
C (4.576758, -3.592617, -4.405802)
C (4.112482, -2.423196, -4.994072)
C (3.205465, -1.618146, -4.323863)
C (-0.588275, -2.695154, -2.575696)
C (-0.216507, -3.564018, -3.748513)
C (-0.165001, -3.052098, -5.043907)
C (0.229488, -3.856774, -6.102629)
C (0.554064, -5.186631, -5.882310)
C (0.464760, -5.712966, -4.600530)
C (0.083726, -4.905527, -3.540138)
H (1.870448, -1.283487, -1.219326)
H (2.138831, -0.035816, -2.447734)
H (2.893096, -3.410310, -1.472883)
H (4.490914, -4.858774, -2.670883)
H (5.286871, -4.219811, -4.931884)
H (4.464603, -2.135471, -5.977663)
H (2.859169, -0.695464, -4.778969)
H (-1.671806, -2.562256, -2.524845)
H (-0.257331, -3.114383, -1.627922)
H (-0.429733, -2.014560, -5.222494)
H (0.287898, -3.437573, -7.099739)
H (0.877985, -5.812512, -6.704776)
H (0.705680, -6.755103, -4.425770)
H (0.014622, -5.316934, -2.537693)

Forces on atoms 1 to 2 (eV/Å):
1.542 -3.081 0.399
0.140 0.164 0.217